# 1
{
  "formula": "H14O7",
  "method": "ωB97M-V with the def2-TZVPD basis set",
  "elements": ["O", "H", "H", "O", "H", "H", "O", "H", "H", "O", "H", "H", "O", "H", "H", "O", "H", "H", "O", "H", "H"],
  "coordinates": [[-0.23153, -1.01918, -0.71020], [0.21542, -0.80330, 0.11601], [-0.06826, -0.25336, -1.27221], [-0.50059, 2.99430, -1.55625], [0.34384, 2.88527, -1.10453], [-0.62216, 3.94950, -1.59881], [3.88914, 1.38870, 0.36556], [4.23184, 1.39778, 1.26637], [2.97555, 1.09813, 0.46512], [-4.33287, -1.83911, -1.32237], [-4.12003, -2.55548, -0.71367], [-3.48118, -1.42730, -1.50686], [1.74399, -2.79739, 1.16021], [2.50346, -3.37180, 1.30936], [1.06414, -3.39072, 0.82146], [2.13366, -0.47650, -1.06423], [1.42181, -0.01871, -0.60304], [2.90011, -0.35411, -0.49278], [-3.48464, 1.80170, 2.40442], [-3.65252, 1.75772, 1.45634], [-2.92916, 1.03387, 2.58010]],
  "mulliken_charge": [-0.617, 0.317, 0.355, -0.617, 0.306, 0.310, -0.629, 0.336, 0.255, -0.638, 0.314, 0.323, -0.595, 0.303, 0.311, -0.543, 0.174, 0.333, -0.635, 0.324, 0.312],
  "total_charge": 0,
  "de_lowest_kcal_mol": 67.28,
  "e_tot_ev": -14558.54399,
  "fmax_ha_per_bohr": 0.0237,
  "orbital_gap_ev": 11.069,
  "smiles": "O.O.O.O.O.O.O"
}

***

# 2
{
  "formula": "C4H4N2O",
  "method": "ωB97M-V with the def2-TZVPD basis set",
  "elements": ["N", "C", "C", "C", "N", "C", "O", "H", "H", "H", "H"],
  "coordinates": [[0.42459, 2.65613, 0.67569], [0.88681, 1.61746, 0.40051], [1.45625, 0.36752, 0.06116], [0.73315, -0.75012, -0.26608], [-0.62525, -0.98607, -0.25922], [-1.66199, -0.09735, 0.06874], [-2.82128, -0.44912, 0.03112], [2.52665, 0.33300, 0.09302], [1.29861, -1.65206, -0.57977], [-0.90682, -1.95337, -0.49307], [-1.31072, 0.91398, 0.26790]],
  "mulliken_charge": [-0.459, 0.242, -0.519, 0.180, -0.153, 0.001, -0.516, 0.329, 0.313, 0.270, 0.312],
  "total_charge": 0,
  "de_lowest_kcal_mol": 19.69,
  "e_tot_ev": -9239.63393,
  "fmax_ha_per_bohr": 0.0470,
  "orbital_gap_ev": 9.549,
  "smiles": "N#C/C=C\\NC=O"
}

***

# 3
{
  "formula": "C30H45EuN3O7P2",
  "method": "ωB97M-V with the def2-TZVPD basis set",
  "elements": ["Eu", "C", "C", "C", "C", "C", "C", "H", "H", "H", "C", "H", "H", "H", "C", "H", "H", "H", "C", "H", "H", "H", "C", "H", "H", "H", "C", "C", "C", "C", "C", "C", "C", "C", "H", "H", "H", "H", "H", "H", "H", "H", "H", "H", "H", "H", "P", "P", "C", "C", "H", "H", "H", "H", "C", "H", "H", "H", "C", "H", "H", "H", "C", "H", "H", "H", "C", "H", "H", "H", "O", "N", "O", "C", "C", "C", "C", "O", "C", "C", "N", "O", "O", "N", "O", "O", "H", "H"],
  "coordinates": [[-1.50121, 1.11334, -0.20010], [0.98102, 1.54634, 3.05562], [1.98565, 1.73627, 2.05728], [0.19697, 3.09645, 1.57161], [-0.08530, 2.44531, 2.80201], [1.50519, 2.69539, 1.13665], [1.09640, 0.65398, 4.21856], [1.77445, -0.19057, 4.02380], [0.12132, 0.23886, 4.50593], [1.47813, 1.17255, 5.11662], [-1.22738, 2.75420, 3.68642], [-2.02770, 2.02568, 3.49826], [-1.62496, 3.77123, 3.54129], [-0.92917, 2.65417, 4.74131], [-0.65786, 4.12533, 0.92803], [-0.75691, 5.04582, 1.53767], [-1.68431, 3.72728, 0.77456], [-0.25487, 4.44631, -0.04882], [2.28808, 3.29366, 0.03168], [3.34545, 3.40001, 0.32966], [1.91180, 4.29317, -0.22443], [2.26305, 2.68323, -0.88539], [3.35938, 1.17955, 2.11784], [4.04007, 1.88985, 2.62136], [3.78936, 0.98043, 1.12586], [3.39014, 0.24962, 2.70350], [1.31357, -3.02398, 0.24007], [2.36935, -2.94655, 1.09002], [3.68675, -2.30743, 0.72077], [4.08834, -2.59697, -0.75247], [3.79316, -1.48850, -1.70927], [2.83711, -0.56897, -1.62803], [1.60066, -0.63353, -0.70307], [0.86090, -1.98502, -0.77450], [4.49771, -2.78517, 1.29724], [3.73546, -3.56254, -1.16870], [3.72266, -1.22100, 0.91578], [0.96849, -2.43734, -1.77888], [0.57632, -3.83482, 0.37033], [2.40027, -3.57576, 2.00293], [-0.23476, -1.81365, -0.65369], [1.91279, -0.47052, 0.33753], [2.80343, 0.34083, -2.25840], [0.87860, 0.19344, -0.95464], [5.18539, -2.68158, -0.71109], [4.51386, -1.42104, -2.53097], [-0.78744, -0.43876, -3.80664], [-1.27579, 2.46220, -3.82104], [-1.55350, 0.15533, -5.42981], [-1.92273, 1.62453, -5.37581], [-2.43606, -0.45205, -5.64713], [-0.85455, -0.01895, -6.25799], [-1.53483, 2.15090, -6.25813], [-3.01016, 1.75925, -5.37868], [-1.63044, 4.14602, -4.52944], [-1.11221, 4.89791, -3.92201], [-2.70881, 4.34638, -4.50028], [-1.28156, 4.22461, -5.57269], [0.48614, 2.47112, -4.40683], [0.54230, 2.49196, -5.50543], [1.04440, 1.60438, -4.03409], [0.95618, 3.38016, -4.01029], [-2.10032, -1.56773, -3.24555], [-1.93304, -1.86721, -2.20184], [-2.13600, -2.46006, -3.88429], [-3.04034, -1.00460, -3.31089], [0.38154, -1.66254, -4.58323], [0.33281, -1.57612, -5.68058], [0.18052, -2.71148, -4.30371], [1.39404, -1.37238, -4.26416], [-3.20744, -5.00028, 5.86186], [-3.34558, -4.89802, 4.62212], [-3.74061, -5.82552, 3.89413], [-3.03473, -3.61904, 4.04197], [-2.61787, -2.60883, 4.91911], [-2.46237, -1.32768, 4.40884], [-2.44370, -1.02707, 2.97549], [-2.10948, 0.09041, 2.47930], [-2.81591, -2.17815, 2.14144], [-3.16998, -3.41968, 2.66126], [-2.85173, -2.09425, 0.73074], [-3.22773, -3.07000, 0.06388], [-2.42280, -1.02827, 0.13324], [-2.31323, -0.20903, 5.38546], [-1.35263, -0.22747, 6.18969], [-3.16177, 0.70113, 5.32091], [-2.48495, -2.83632, 5.98519], [-3.52450, -4.21221, 1.99819]],
  "mulliken_spin": [5.005, 0.236, 0.125, 0.116, 0.123, 0.186, -0.003, 0.005, -0.001, 0.015, 0.057, 0.020, 0.011, -0.003, 0.024, -0.004, -0.001, -0.003, 0.003, 0.007, 0.008, 0.036, 0.017, 0.002, -0.003, 0.001, 0.000, 0.000, 0.001, 0.000, 0.000, 0.003, -0.006, -0.002, 0.000, 0.000, -0.001, 0.000, 0.000, 0.000, 0.001, -0.008, -0.002, 0.013, 0.000, 0.000, -0.003, 0.010, 0.001, -0.001, 0.000, 0.000, 0.000, 0.000, 0.000, 0.000, 0.000, 0.000, -0.001, 0.000, 0.000, -0.001, 0.000, 0.000, 0.000, -0.001, 0.000, 0.000, 0.000, 0.000, 0.000, 0.000, 0.000, 0.000, 0.000, 0.003, -0.009, 0.024, -0.003, -0.001, -0.003, 0.004, -0.005, 0.001, 0.000, 0.000, 0.000, 0.000],
  "total_charge": 1,
  "spin_multiplicity": 7,
  "e_tot_ev": -88529.99919,
  "fmax_ha_per_bohr": 0.0643,
  "orbital_gap_ev": [6.190, 6.065]
}

***

# 4
{
  "formula": "C6H9N",
  "method": "ωB97M-V with the def2-TZVPD basis set",
  "elements": ["C", "C", "C", "C", "C", "C", "N", "H", "H", "H", "H", "H", "H", "H", "H", "H"],
  "coordinates": [[-1.73989, -0.35349, -1.04543], [-0.64183, -0.21745, -0.03540], [0.29983, 0.91891, 0.27093], [0.95750, 0.62180, 1.61600], [1.56088, 0.87203, -0.64475], [0.57585, -0.66050, 1.83455], [-0.40170, -1.11733, 0.86972], [-2.61102, -0.87161, -0.62172], [-2.07696, 0.62905, -1.39013], [-1.41293, -0.91726, -1.92718], [-0.19003, 1.89160, 0.12926], [2.21936, 0.05259, -0.34135], [2.11883, 1.79325, -0.47279], [1.32302, 0.77506, -1.70625], [0.88251, -1.39374, 2.57062], [-0.86342, -2.02289, 0.89391]],
  "mulliken_charge": [-1.255, 0.251, 0.526, -1.164, -1.179, -0.290, 0.005, 0.398, 0.310, 0.299, 0.479, 0.329, 0.322, 0.321, 0.401, 0.249],
  "total_charge": 0,
  "de_lowest_kcal_mol": 82.34,
  "e_tot_ev": -7854.58887,
  "fmax_ha_per_bohr": 0.0098,
  "orbital_gap_ev": 7.625
}